## 1
The following is a DFT calculation (ωB97M-V/def2-TZVPD) of a single C3H3NO4 molecule.

```
11
Properties=species:S:1:pos:R:3:mulliken_charge:R:1
O 2.20 -1.17 -0.05 -0.51
C 1.18 -0.42 -0.05 0.40
C 1.15 1.13 0.30 -0.01
O 0.09 1.62 -0.49 -0.29
N -1.06 0.96 0.25 -0.25
C -1.19 -0.41 -0.03 0.55
O -2.26 -0.89 0.03 -0.49
O -0.10 -1.17 -0.05 -0.29
H 0.98 1.13 1.35 0.27
H 2.07 1.79 0.09 0.30
H -1.98 1.46 0.00 0.32
```

The value obtained for the HOMO-LUMO gap is 11.12 eV. As for the SMILES: O=C1CONC(=O)O1. Its total charge is 0.



## 2
The following is a DFT calculation (ωB97M-V/def2-TZVPD) of a single C3H3NO4 molecule.

```
11
Properties=species:S:1:pos:R:3:mulliken_charge:R:1
O 1.21 -0.80 1.37 -0.47
C 1.66 -0.16 0.14 0.09
N 0.86 0.84 -0.75 -0.22
C -0.56 0.67 -0.14 0.54
O -1.48 1.46 0.55 -0.57
C -0.93 -0.79 -0.28 0.58
O -0.08 -1.52 -0.73 -0.47
O -2.22 -1.00 0.15 -0.54
H 2.85 -0.18 -0.15 0.30
H 1.21 1.79 -1.10 0.33
H -2.51 -0.32 0.95 0.43
```

The value obtained for the HOMO-LUMO gap is 9.35 eV. As for the SMILES: O=CNC(=O)C(=O)O. Its total charge is 0.



Short version: 2 is the least stable of them.



## 1
The following is a DFT calculation (ωB97M-V/def2-TZVPD) of 6 unconnected molecules or ions with the total composition C2H16O5.

```
23
Properties=species:S:1:pos:R:3:mulliken_charge:R:1
C 0.39 1.64 0.21 -0.74
C -0.86 1.77 -0.68 -0.98
H 0.83 0.64 0.11 0.09
H 1.15 2.38 0.00 0.36
H 0.13 1.69 1.27 0.34
H -1.06 0.88 -1.26 0.30
H -0.75 2.60 -1.39 0.37
H -1.69 2.01 -0.03 0.31
O 2.06 0.24 -2.24 -0.68
H 2.63 0.67 -1.60 0.32
H 1.42 0.96 -2.28 0.30
O -3.36 0.84 1.22 -0.63
H -4.20 0.92 0.77 0.31
H -2.90 0.02 1.00 0.38
O 2.76 -2.14 -0.77 -0.69
H 3.40 -1.56 -0.34 0.30
H 2.35 -1.53 -1.42 0.41
O -2.05 -1.70 0.98 -0.67
H -1.09 -1.64 0.91 0.35
H -2.43 -2.56 1.13 0.28
O 0.73 -2.12 1.38 -0.66
H 1.04 -1.73 2.20 0.29
H 1.51 -2.29 0.83 0.35
```

The value obtained for the HOMO-LUMO gap is 10.91 eV. As for the SMILES: CC.O.O.O.O.O. Its total charge is 0.



## 2
The following is a DFT calculation (ωB97M-V/def2-TZVPD) of 6 unconnected molecules or ions with the total composition C2H16O5.

```
23
Properties=species:S:1:pos:R:3:mulliken_charge:R:1
C -0.15 -3.54 -0.19 -0.72
C -0.69 -4.53 -1.21 -0.84
H 0.71 -2.98 -0.57 0.22
H -0.87 -2.80 0.13 0.25
H 0.30 -4.07 0.66 0.27
H -0.31 -5.55 -1.11 0.28
H -0.65 -4.22 -2.25 0.28
H -1.76 -4.72 -1.04 0.26
O -4.71 3.27 -0.77 -0.62
H -4.61 2.64 -0.04 0.31
H -4.43 4.10 -0.38 0.30
O 3.79 0.72 3.31 -0.64
H 4.64 1.10 3.07 0.33
H 3.15 0.99 2.65 0.31
O -1.46 3.86 -1.03 -0.60
H -1.59 4.13 -0.11 0.30
H -0.59 4.24 -1.21 0.30
O 2.97 1.29 -0.61 -0.62
H 3.36 0.45 -0.82 0.32
H 2.28 1.25 0.06 0.32
O 0.31 1.84 0.48 -0.69
H 0.09 1.26 -0.26 0.35
H 0.20 1.27 1.25 0.33
```

The value obtained for the HOMO-LUMO gap is 11.35 eV. As for the SMILES: CC.O.O.O.O.O. Its total charge is 0.



Short version: 2 is the least stable of them.



## 1
The following is a DFT calculation (ωB97M-V/def2-TZVPD) of a single C3H9NOS molecule.

```
15
Properties=species:S:1:pos:R:3:mulliken_charge:R:1
O 0.23 1.27 -1.67 -0.53
C 1.02 -0.10 -1.50 -0.45
N 0.77 -0.95 -0.37 -0.35
C 0.57 -0.18 0.91 -0.37
C -0.77 0.51 1.06 -0.60
S -1.80 -0.21 2.47 -0.22
H -0.69 1.06 -1.86 0.30
H 0.84 -0.69 -2.50 0.28
H 2.05 0.19 -1.71 0.26
H -0.05 -1.54 -0.68 0.29
H 0.64 -0.88 1.81 0.36
H 1.49 0.40 1.05 0.31
H -0.70 1.68 1.25 0.30
H -1.24 0.63 0.09 0.28
H -2.38 -1.20 1.66 0.13
```

The value obtained for the HOMO-LUMO gap is 9.93 eV. As for the SMILES: OCNCCS. Its total charge is 0.



## 2
The following is a DFT calculation (ωB97M-V/def2-TZVPD) of 2 unconnected molecules or ions with the total composition C3H9NOS.

```
15
Properties=species:S:1:pos:R:3:mulliken_charge:R:1
N -1.68 -0.02 1.97 -0.59
C -1.74 0.48 0.60 -0.54
C -0.37 0.25 -0.05 -0.30
S -0.15 1.37 -1.50 -0.24
H -1.06 0.54 2.52 0.22
H -2.58 0.04 2.42 0.22
H -1.95 1.56 0.55 0.33
H -2.48 -0.06 0.03 0.33
H 0.44 0.48 0.64 0.35
H -0.29 -0.76 -0.43 0.10
H 0.95 0.72 -1.95 0.11
C 1.89 -2.22 -0.03 -0.14
O 2.38 -1.29 0.53 -0.37
H 1.79 -3.19 0.49 0.27
H 1.52 -2.14 -1.06 0.26
```

The value obtained for the HOMO-LUMO gap is 9.74 eV. As for the SMILES: NCCS.C=O. Its total charge is 0.



## 3
The following is a DFT calculation (ωB97M-V/def2-TZVPD) of 2 unconnected molecules or ions with the total composition C3H9NOS.

```
15
Properties=species:S:1:pos:R:3:mulliken_charge:R:1
N -2.68 -0.57 -0.88 -0.31
C -1.69 -0.86 -1.77 0.13
O -0.60 -1.37 -1.63 -0.51
H -3.57 -0.25 -1.21 0.24
H -2.41 -0.29 0.05 0.24
H -2.04 -0.49 -2.76 0.27
C -0.32 0.50 1.82 -0.82
C 0.85 -0.06 1.03 -0.14
S 2.20 1.11 0.58 -0.25
H -1.24 0.62 1.24 0.07
H -0.69 -0.15 2.60 0.28
H -0.01 1.50 2.13 0.33
H 0.64 -0.46 0.04 0.05
H 1.35 -0.86 1.61 0.31
H 2.97 0.17 0.01 0.12
```

The value obtained for the HOMO-LUMO gap is 9.47 eV. As for the SMILES: NC=O.CCS. Its total charge is 0.



Short version: 1 is the least stable of them.